ORCA calculation (ωB97M-V with the def2-TZVPD basis set) on one molecule with the formula C2H4N2O3 at a distorted geometry.

Structure (XYZ):
```
11
C2H4N2O3, DFT ωB97M-V with the def2-TZVPD basis set
H -1.84377 -0.31815 -1.02586
H -1.89917 -0.17714 1.10627
O 2.82314 0.02578 0.59080
N -1.60028 0.67250 0.61253
C 0.52013 -0.44232 -0.01200
N -0.01873 0.50672 0.73142
H 2.34536 -0.69892 -1.22915
C 2.03599 -0.29596 -0.24816
O -2.07242 0.57058 -0.68256
O -0.08727 -1.40268 -0.47613
H -0.20298 1.55958 0.63282
```

The calculation puts the strongest force on any atom at 6.3 eV/Å. Its charge is 0. As for the SMILES: O=CC(=O)NNO. Its orbital gap is 9.937 eV. Its energy above the lowest of the compared OMol25 structures with the same formula, charge and spin is 504.6 kJ/mol. Its HOMO energy is -10.182 eV. The spin multiplicity is 1.

Mulliken atomic charge list, values in e, 2 entries: atom 1 (H): 0.352, atom 2 (H): 0.302



ORCA calculation (ωB97M-V with the def2-TZVPD basis set) on one molecule with the formula C4H9N at a distorted geometry.

Structure (XYZ):
```
14
C4H9N, DFT ωB97M-V with the def2-TZVPD basis set
C -0.56710 1.19860 -0.19643
H 1.55242 -0.52552 -1.49062
C -0.72014 -1.29148 -0.25922
C 0.06004 -0.08755 -0.05535
H 1.80358 -1.34347 0.05795
H 2.17713 0.53753 -0.08656
C 1.47854 -0.31687 -0.40407
H -0.89212 -2.02055 0.79690
H -1.80122 -1.02767 -0.54941
H -1.04715 0.57728 1.58769
N -0.21099 0.75835 1.10528
H 0.01787 2.04338 -0.69319
H -0.25003 -1.96333 -1.19487
H -1.59152 1.39766 -0.67450
```

The calculation puts the strongest force on any atom at 5.6 eV/Å. Its charge is 0. As for the SMILES: CC1(C)CN1. Its orbital gap is 10.322 eV. Its energy above the lowest of the compared OMol25 structures with the same formula, charge and spin is 223.5 kJ/mol. Its HOMO energy is -9.284 eV. The spin multiplicity is 1.

Mulliken atomic charge list, values in e, 2 entries: atom 1 (C): -0.717, atom 2 (H): 0.326



ORCA calculation (ωB97M-V with the def2-TZVPD basis set) on one molecule with the formula C7H8O2 at a distorted geometry.

Structure (XYZ):
```
17
C7H8O2, DFT ωB97M-V with the def2-TZVPD basis set
H 3.59854 0.76802 -0.58191
C -1.88208 0.71186 0.27449
C -1.32809 -1.57806 0.10926
H -3.19095 -0.54713 -0.71074
C 2.61327 0.18626 -0.70263
H 2.18204 0.52934 -1.64578
H 3.02097 -0.84741 -0.85928
H -2.44532 2.67731 0.38112
C 0.01621 -1.33074 0.26198
O 2.08209 1.39515 1.28508
C 1.70887 0.55785 0.48683
O -2.53580 1.86664 -0.16735
H 0.70976 -2.15379 0.62097
C -2.23437 -0.52511 -0.13936
C 0.63928 -0.12459 0.26462
H -1.28060 0.97353 1.13558
H -1.67381 -2.55914 -0.01289
```

The calculation puts the strongest force on any atom at 5.5 eV/Å. Its charge is 0. Its orbital gap (alpha / beta) is 7.056 / 7.053 eV. Its energy above the lowest of the compared OMol25 structures with the same formula, charge and spin is 486.2 kJ/mol. Its HOMO energy (alpha / beta) is -8.053 / -8.050 eV. The spin multiplicity is 1.

Mulliken atomic charge list, values in e, 2 entries: atom 1 (H): 0.322, atom 2 (C): -0.117



ORCA calculation (ωB97M-V with the def2-TZVPD basis set) on C44H23N11O4Ti as an isolated structure.

Structure (XYZ):
```
83
C44H23N11O4Ti, DFT ωB97M-V with the def2-TZVPD basis set
C 7.12524 -2.42527 -5.32296
C -0.99165 -2.30852 -0.00386
C 0.94178 2.98325 2.12753
C 4.35082 -0.25829 -4.13405
C -1.74994 -2.01783 -3.56352
N -0.14250 0.96846 1.76278
H 1.40667 4.82138 1.12541
H -5.90595 -1.86566 5.56334
C 2.99364 -1.22698 2.05692
N 1.13138 -0.49321 -0.87944
H 1.18891 -3.67796 -3.92625
C -2.70317 -0.73734 5.75939
H 2.96277 4.32670 5.10475
N -3.17026 -1.71400 1.05555
O 1.07295 -2.59704 1.93984
C 1.61994 0.17843 -2.94614
N 8.03752 -2.79496 -5.91769
H -6.01455 4.15624 -2.59931
C 1.52469 4.23349 2.02680
C -1.14936 -0.65363 3.68205
C 5.98235 -1.96569 -4.58455
C -2.33039 -0.94848 4.42632
C 2.29007 -0.99650 -1.20629
C -4.55897 -1.79866 3.89941
C 1.05406 2.23273 3.29545
N -0.15401 0.22037 4.03721
C 5.44868 -0.70407 -4.84200
H -0.60828 -2.62633 -5.26506
H -2.54798 -1.55464 -4.13262
H 2.92919 -1.58134 -0.56714
N 2.64062 -0.62994 -2.46579
H -2.24961 5.06336 -0.72427
H 3.95126 0.73134 -4.30684
C 0.69842 0.24976 -1.95775
H -1.99691 -0.31598 6.46370
H 5.90889 -0.07226 -5.58962
H -5.59035 1.71335 -2.33225
C 2.38017 3.94004 4.27684
H 1.12018 -3.65643 -1.46045
N -3.62880 -0.43344 -1.51476
C -5.09895 3.80694 -2.13525
C -3.11770 0.72256 -1.11122
N -1.31055 -1.11592 2.40969
C -0.67204 -2.60340 -4.18314
C -4.87136 2.44814 -1.99011
C -1.81064 -2.02484 -2.16202
C -4.15481 4.74650 -1.68255
C 0.33421 -3.18134 -2.03942
H 5.80857 -3.75992 -3.42029
H -4.35978 5.80440 -1.80664
H 1.62289 0.56985 -3.94660
O 4.17012 -1.02289 2.27810
C 0.36398 -3.19329 -3.41230
C 2.32219 -2.60417 2.32439
C -2.60501 -1.50337 2.20824
C -2.73941 2.97579 -0.93787
C -3.98162 -1.08224 6.14505
C 0.05549 2.22558 1.21342
H 2.75448 5.66120 3.05224
H 1.82424 2.10949 5.29179
O 2.91736 -3.55381 2.77652
C 0.24879 1.01532 3.08513
H -4.28570 -0.93797 7.17590
N -2.30818 -1.77702 -0.01766
N -0.59466 2.80225 0.25527
C -2.97656 4.34337 -1.08062
N -1.90327 0.88700 -0.47878
Ti 0.21394 -1.03045 1.10148
C 4.28853 -2.34152 -2.91890
C -2.72694 -1.44100 -1.25652
C -0.75350 -2.57215 -1.37348
H -0.26401 0.72969 -1.93547
C -1.66350 2.20379 -0.35894
C 5.39834 -2.77837 -3.61464
O 2.14766 -0.40006 1.53537
C -3.68942 2.03542 -1.38689
C 3.76510 -1.07597 -3.17156
C 1.75850 2.70161 4.38807
C -4.90794 -1.61202 5.22574
C 2.26284 4.69681 3.11033
H 3.80757 -2.98393 -2.19413
H -5.26667 -2.18509 3.17646
C -3.27008 -1.46939 3.50109
```

The calculation puts the strongest force on any atom at 0.4 eV/Å. Its charge is -2. Its orbital gap (alpha / beta) is 3.679 / 4.949 eV. Its energy above the lowest of the compared OMol25 structures with the same formula, charge and spin is 509.7 kJ/mol. Its HOMO energy (alpha / beta) is -0.416 / -1.685 eV. The spin multiplicity is 3.

Mulliken atomic charge list, values in e, 2 entries: atom 1 (C): 0.075, atom 2 (C): -0.907



ORCA calculation (ωB97M-V with the def2-TZVPD basis set) on a 2-piece molecular cluster, C4H11NO2 overall at a distorted geometry.

Structure (XYZ):
```
18
C4H11NO2, DFT ωB97M-V with the def2-TZVPD basis set
H 3.95645 1.99059 -0.53661
C 3.36533 1.33816 -1.17852
H -3.13541 1.47795 1.05865
H -2.91454 -0.33436 -0.78145
H -4.02610 -1.34050 0.19740
O 3.28058 -1.36419 -1.37408
H -4.30046 0.49350 1.88538
C -3.39109 0.44563 1.28906
O 2.52427 0.53229 -0.36039
H 2.73978 1.92599 -1.85187
C -3.72579 -0.32801 -0.05913
C 2.67041 -0.82056 -0.49077
H 1.73187 -0.92644 1.33011
H 4.05036 0.72198 -1.76384
H 2.24836 -2.45331 0.64789
H -4.59808 0.15551 -0.49160
H -2.63647 -0.05926 1.88729
N 2.16052 -1.45496 0.59247
```

The calculation puts the strongest force on any atom at 1.8 eV/Å. Its charge is 0. As for the SMILES: COC(N)=O.CC. Its orbital gap is 11.154 eV. Its energy above the lowest of the compared OMol25 structures with the same formula, charge and spin is 41.6 kJ/mol. Its HOMO energy is -10.458 eV. The spin multiplicity is 1.

Mulliken atomic charge list, values in e, 2 entries: atom 1 (H): 0.228, atom 2 (C): -0.609



ORCA calculation (ωB97M-V with the def2-TZVPD basis set) on C44H51BaBr4N9O6 as an isolated structure at a distorted geometry.

Structure (XYZ):
```
115
C44H51BaBr4N9O6, DFT ωB97M-V with the def2-TZVPD basis set
H -4.10677 -0.07843 -0.12824
H 5.29984 0.31968 1.64607
N -1.73989 -2.78310 3.89903
N -0.24696 1.47901 -2.26146
C 0.16780 -5.76739 -1.03469
Br 0.31681 5.38739 5.01483
H -0.90758 5.24643 -5.09671
H -0.18638 -3.08979 2.58050
C 3.27344 -4.76159 -3.67205
H 2.90559 -4.13233 2.40148
C 1.34131 -4.15222 -2.37590
H 4.37122 3.85110 2.35171
Br -1.23089 -6.19790 0.18213
H -0.00549 5.98573 -3.75904
N -3.17753 -0.94600 3.63822
H 3.71430 3.36913 -0.03081
H -1.84893 2.33412 -0.33321
H -2.98826 0.30790 2.00464
C 0.71144 2.39685 -2.23540
H 6.84774 0.68707 0.88692
C 0.39011 3.63405 4.23359
H 0.04765 -3.81603 4.18680
H 1.62159 2.11046 -1.71835
H 6.12841 3.12699 0.79270
C 1.04986 -6.76934 -1.42776
C -1.62299 -0.54524 -3.64027
H 1.96144 1.17874 0.59638
H 2.42399 3.30339 1.15691
C 0.24709 -4.42636 -1.45285
H -4.67466 -0.02930 2.45930
H 3.99705 2.17834 2.76639
H -5.79946 1.27438 -5.19094
C -0.26122 3.37171 3.00997
C -1.67563 3.92760 1.13897
C -6.06109 1.24920 -4.12957
C 5.75375 2.41999 1.54274
C 3.34856 -3.45938 -4.08629
C 4.34486 2.82903 1.96175
H -1.05288 -4.58034 3.00998
H 0.93181 -7.77448 -1.04922
C -3.61295 0.96129 -3.78878
H -3.68909 1.07255 3.44804
C -1.62509 3.00804 -3.45241
H 2.79527 -0.49568 -3.16956
C -0.63143 3.97262 -3.40926
H -2.35498 -1.24299 -4.07019
C 1.22803 1.40390 4.31634
H -2.37239 6.57386 -4.08892
N 1.44085 -2.88465 -2.80988
O -2.06096 5.89063 -3.49096
C -5.07176 0.63461 -1.89396
H 6.41490 2.49047 2.41142
H 1.38597 4.37559 -2.77560
O -1.68787 -1.50890 2.01996
H -1.76150 -3.77178 5.70887
C 0.58047 3.65120 -2.80739
C -1.39965 1.75463 -2.88648
C 0.74020 1.03548 3.02626
H 5.58536 0.13239 -1.01984
H 1.16810 -3.56803 0.79292
H -3.44657 1.14212 -4.84734
C 1.10627 2.65914 4.88701
C -3.96345 0.25890 -1.15805
C 2.44405 -1.07804 -4.02504
H -3.74375 -2.46753 6.59813
H 1.58017 2.86596 5.83666
H 3.99636 -5.48857 -4.01883
C -3.13260 -2.10586 5.76904
Br 2.24353 0.07459 5.24250
H -6.06736 0.61378 -1.46580
O -6.62708 2.52826 -3.78697
C -2.39416 0.60572 -2.95820
C 5.13903 0.92124 -0.41801
H -1.27404 5.26195 2.75597
C -1.41343 2.65618 0.60741
H 2.29022 -2.40599 1.03124
Ba -0.65230 -1.17422 -1.25607
C -0.85415 5.33621 -4.00468
C 2.06922 -6.46802 -2.28906
C 3.32415 2.79652 0.82139
O 0.99894 -0.04428 2.46568
N 2.91898 -4.30920 1.40063
H -2.58986 3.23081 -3.89017
H 4.13438 -3.14642 -4.76321
H -2.32392 4.61722 0.61388
C -4.86322 0.93328 -3.28554
C -1.09298 4.28561 2.32589
H 3.87595 -4.21189 1.09119
H -2.36096 -1.43947 6.15941
N -0.64088 1.78536 1.21606
C 2.40018 -2.52397 -3.62765
O 3.21492 -0.42430 -0.83190
H 5.26977 1.86747 -0.95327
H -3.22872 -4.00576 4.75043
C -3.98399 -1.34813 4.76539
C 3.65717 0.59536 -0.31053
N -2.70962 0.20679 -1.57300
C 5.80595 1.00836 0.96405
C -3.66576 0.16294 2.84151
H 3.10468 -0.90997 -4.87650
C 2.25275 -5.16178 -2.78692
H 1.43587 -0.73088 -4.26110
C -0.67432 -3.62575 3.38869
O -0.54379 -3.51104 -1.07225
C -2.18536 -1.74787 3.10409
H -4.82864 -1.97739 4.44320
H -6.18144 2.79620 -2.97617
C -2.46896 -3.26612 5.04715
H -6.83581 0.48591 -3.98015
N 2.90934 1.47574 0.38131
Br 3.24594 -7.88740 -2.81384
H -4.40227 -0.44713 5.22076
C -0.08106 2.09373 2.40015
H -1.01767 -0.15355 -4.47510
N 2.14974 -3.34909 0.67770
```

The calculation puts the strongest force on any atom at 2.1 eV/Å. Its charge is -2. Its orbital gap is 4.336 eV. Its energy above the lowest of the compared OMol25 structures with the same formula, charge and spin is 0.0 kJ/mol. Its HOMO energy is -0.664 eV. The spin multiplicity is 1.

Mulliken atomic charge list, values in e, 2 entries: atom 1 (H): 0.215, atom 2 (H): 0.374